No. 1
ORCA calculation (ωB97M-V with the def2-TZVPD basis set) on 8 unconnected molecules or ions with the total composition C15H30Cl6F6O12P at a distorted geometry.

Positions of all 70 atoms, in Å:
P -1.244 1.264 0.859
F -1.593 2.687 1.583
F -2.159 0.451 1.918
F -2.537 1.334 -0.080
F -0.949 -0.062 0.022
F -0.343 2.117 -0.236
F 0.095 1.089 1.806
C -0.719 -1.883 8.390
O -0.745 -2.164 6.997
C -1.668 -1.522 6.217
O -2.384 -0.569 6.556
O -1.707 -2.183 4.978
C -2.699 -1.797 4.034
H 0.078 -1.176 8.622
H -0.577 -2.894 8.770
H -1.616 -1.537 8.905
H -2.734 -2.354 3.097
H -2.443 -0.757 3.836
H -3.676 -1.637 4.491
C -3.170 -1.793 -5.314
O -1.740 -1.719 -5.424
C -0.989 -0.842 -4.824
O 0.220 -0.725 -5.114
O -1.637 -0.191 -3.876
C -0.944 0.811 -3.066
H -3.533 -0.849 -5.720
H -3.554 -1.991 -4.313
H -3.484 -2.599 -5.976
H -1.645 1.201 -2.328
H -0.597 1.621 -3.708
H -0.146 0.249 -2.581
C 5.064 -4.248 -0.591
O 4.371 -3.050 -1.004
C 3.529 -2.493 -0.130
O 3.444 -2.905 1.081
O 3.005 -1.387 -0.646
C 2.137 -0.476 0.032
H 5.391 -4.818 -1.461
H 4.439 -4.920 -0.004
H 5.872 -3.843 0.018
H 1.197 -0.411 -0.516
H 2.739 0.432 0.033
H 1.876 -0.685 1.070
C 6.024 -1.095 -3.157
O 5.421 0.087 -2.639
C 4.184 0.431 -2.877
O 3.354 -0.127 -3.671
O 4.025 1.625 -2.250
C 2.823 2.362 -2.203
H 5.336 -1.940 -3.192
H 6.903 -1.303 -2.546
H 6.423 -0.789 -4.124
H 2.024 2.062 -2.882
H 2.903 3.432 -2.400
H 2.499 2.142 -1.186
C -3.136 4.250 -0.793
Cl -4.255 3.767 -2.129
Cl -3.315 5.985 -0.359
H -3.438 3.564 -0.002
H -2.113 4.099 -1.138
C -3.993 -2.337 -0.167
Cl -3.859 -4.017 0.491
Cl -4.133 -2.266 -1.897
H -4.878 -1.862 0.257
H -3.150 -1.673 0.022
C -1.647 6.007 2.553
Cl -2.546 7.527 2.501
Cl -0.138 6.255 1.660
H -1.356 5.877 3.595
H -2.186 5.160 2.128

Force components x, y, z for each atom (eV/Å):
0.90 0.67 0.24
-0.17 -0.52 -0.10
0.53 0.11 0.31
-1.22 1.51 -0.53
1.20 -1.29 0.36
-0.38 -0.29 0.36
-1.08 -0.11 -0.73
0.12 -0.64 0.53
-1.53 1.00 -1.55
-1.55 0.56 -0.88
1.94 -2.58 -0.87
0.65 -0.29 2.69
-0.25 2.94 0.56
0.13 -0.28 0.00
0.65 0.29 0.54
-0.42 0.28 -0.90
0.48 -0.43 0.61
-0.03 -0.04 -0.83
-0.19 -0.88 0.17
0.21 0.61 -0.38
-0.73 -1.75 -0.97
3.88 1.01 0.31
-3.18 -0.04 0.76
-0.82 0.78 0.36
0.10 -0.86 -0.40
-0.47 -0.05 0.28
0.39 0.23 -0.08
0.22 0.03 0.05
-0.06 -0.35 -0.23
0.23 -0.19 0.03
0.20 0.60 0.05
-0.24 0.61 0.62
-0.82 -0.37 -0.90
0.41 -0.47 4.92
-0.27 1.47 -4.44
0.51 -1.75 -0.44
0.07 0.41 0.58
0.11 0.60 -0.16
-0.11 0.36 0.14
0.29 -0.74 0.01
0.39 0.18 -0.14
-0.57 0.27 -0.05
0.38 -0.63 -0.09
0.04 0.45 -0.57
0.71 -0.27 1.14
-3.68 -0.45 -3.63
3.24 2.03 3.45
1.01 -0.60 -0.82
-1.52 -0.71 0.57
0.05 0.20 -0.10
-0.33 -0.03 0.31
-0.24 -0.55 -0.34
0.33 -0.73 -0.18
0.95 -0.09 0.27
-0.63 0.78 -0.08
-0.49 -0.15 -0.55
0.37 0.33 0.14
-0.08 -0.85 -0.16
0.45 0.58 0.20
-0.26 -0.07 0.21
-0.12 0.55 0.57
0.14 0.99 -0.31
-0.29 -0.35 -0.73
0.05 -0.39 0.03
0.29 -0.68 0.63
0.68 0.33 0.37
-0.54 0.03 0.11
0.20 -0.34 -0.18
-0.23 -0.33 -0.25
-0.02 0.33 0.09

Computed properties:
Total charge: -1
Lowest unoccupied orbital energy, eV: 2.443
Energy above the lowest of the compared OMol25 structures with the same formula, charge and spin, kcal per mole: 25.1

No. 2
ORCA calculation (ωB97M-V with the def2-TZVPD basis set) on 10 unconnected molecules or ions with the total composition C62H138N6O14 at a distorted geometry.

Positions of all 220 atoms, in Å:
C -0.346 8.629 -3.416
C -0.667 9.288 -4.776
C -0.828 8.093 -5.797
C -2.058 9.942 -4.823
C -2.043 11.242 -4.037
C -1.020 12.194 -4.674
C 0.441 11.603 -4.712
C 1.187 12.599 -5.697
C 1.032 11.845 -3.295
N 0.405 10.238 -5.187
O 1.631 9.648 -5.429
H -1.160 7.950 -3.164
H 0.576 8.056 -3.506
H -0.280 9.361 -2.611
H -0.943 8.446 -6.821
H 0.086 7.501 -5.820
H -1.691 7.480 -5.537
H -2.307 10.042 -5.880
H -2.856 9.302 -4.446
H -3.068 11.608 -4.093
H -1.805 11.092 -2.984
H -1.027 13.057 -4.009
H -1.391 12.568 -5.628
H 0.970 13.638 -5.448
H 0.955 12.485 -6.756
H 2.245 12.341 -5.731
H 2.075 11.537 -3.222
H 0.594 11.288 -2.467
H 1.004 12.907 -3.048
H 1.880 9.357 -4.549
C 12.818 -0.265 2.961
C 12.837 -1.549 2.196
C 11.444 -2.350 2.394
C 13.002 -1.327 0.658
C 14.454 -1.221 0.126
C 15.370 -2.389 0.638
C 15.309 -2.425 2.145
C 16.064 -3.763 2.457
C 16.037 -1.167 2.707
N 13.918 -2.510 2.583
O 13.799 -2.764 3.977
H 12.671 -0.445 4.026
H 13.754 0.275 2.819
H 12.019 0.403 2.639
H 10.646 -1.660 2.121
H 11.347 -3.108 1.617
H 11.315 -2.716 3.413
H 12.596 -2.155 0.078
H 12.465 -0.435 0.334
H 14.523 -1.271 -0.960
H 14.876 -0.287 0.496
H 16.282 -2.417 0.042
H 14.757 -3.210 0.266
H 16.147 -3.830 3.542
H 17.061 -3.740 2.017
H 15.548 -4.669 2.138
H 17.116 -1.288 2.605
H 15.852 -1.130 3.780
H 15.933 -0.160 2.302
H 13.736 -3.711 3.830
C -10.176 -1.548 -7.225
C -11.271 -2.268 -7.994
C -11.096 -3.773 -7.802
C -12.644 -1.900 -7.260
C -13.814 -2.332 -8.032
C -13.749 -1.762 -9.457
C -12.471 -2.127 -10.316
C -12.630 -3.588 -10.952
C -12.326 -1.099 -11.480
N -11.244 -1.865 -9.430
O -10.007 -2.183 -9.967
H -9.191 -1.757 -7.641
H -10.276 -0.466 -7.140
H -10.278 -1.972 -6.226
H -10.470 -4.179 -8.597
H -10.768 -3.951 -6.777
H -12.050 -4.229 -8.068
H -12.792 -2.416 -6.312
H -12.695 -0.840 -7.010
H -14.078 -3.387 -7.972
H -14.659 -1.876 -7.516
H -14.031 -0.711 -9.390
H -14.519 -2.350 -9.957
H -13.477 -3.658 -11.634
H -12.695 -4.202 -10.053
H -11.741 -3.986 -11.440
H -11.571 -1.486 -12.165
H -11.919 -0.135 -11.174
H -13.167 -0.793 -12.102
H -9.457 -1.491 -9.594
C 4.803 -2.955 11.428
C 3.766 -2.532 10.402
C 3.728 -0.943 10.412
C 4.219 -2.790 8.940
C 4.042 -4.314 8.480
C 2.523 -4.610 8.534
C 1.874 -4.297 9.977
C 0.349 -4.130 9.696
C 2.125 -5.593 10.829
N 2.395 -3.089 10.601
O 1.871 -2.750 11.835
H 4.361 -2.770 12.408
H 4.998 -4.024 11.507
H 5.741 -2.416 11.296
H 3.494 -0.435 11.348
H 4.684 -0.512 10.115
H 3.093 -0.433 9.688
H 3.855 -2.115 8.165
H 5.274 -2.528 8.861
H 4.579 -4.432 7.539
H 4.515 -5.041 9.141
H 2.488 -5.679 8.325
H 2.008 -4.146 7.693
H -0.095 -4.901 9.066
H 0.060 -3.133 9.364
H -0.205 -4.319 10.616
H 2.156 -6.481 10.197
H 1.408 -5.705 11.642
H 3.140 -5.653 11.220
H 2.412 -3.313 12.394
C -6.719 1.522 4.859
C -7.023 2.992 4.883
C -8.131 3.266 5.915
C -5.675 3.638 5.487
C -5.589 5.141 5.111
C -5.604 5.242 3.542
C -6.959 4.814 2.903
C -8.032 5.954 3.111
C -6.715 4.633 1.424
N -7.406 3.520 3.577
O -8.566 3.011 2.972
H -5.919 1.169 4.208
H -6.376 1.310 5.872
H -7.527 0.793 4.798
H -7.932 2.885 6.917
H -8.447 4.304 6.017
H -9.094 2.908 5.552
H -5.604 3.584 6.574
H -4.748 3.200 5.118
H -6.306 5.762 5.646
H -4.652 5.613 5.406
H -4.656 4.917 3.112
H -5.610 6.300 3.280
H -8.871 5.637 2.492
H -7.703 6.935 2.768
H -8.321 6.102 4.152
H -5.926 3.902 1.247
H -6.416 5.603 1.027
H -7.650 4.367 0.931
H -8.245 2.280 2.439
C -2.232 -1.738 -1.994
C -1.251 -2.226 -0.935
C -1.074 -1.027 0.049
C -1.990 -3.431 -0.236
C -1.052 -4.263 0.672
C 0.204 -4.668 -0.092
C 1.021 -3.583 -0.804
C 1.783 -2.837 0.238
C 1.949 -4.325 -1.781
N -0.022 -2.785 -1.547
O 0.532 -1.811 -2.413
H -1.805 -0.823 -2.404
H -2.321 -2.584 -2.676
H -3.213 -1.489 -1.589
H -2.036 -0.720 0.459
H -0.377 -1.288 0.845
H -0.732 -0.105 -0.422
H -2.845 -3.105 0.356
H -2.305 -4.020 -1.097
H -0.763 -3.704 1.562
H -1.555 -5.186 0.959
H -0.156 -5.484 -0.719
H 0.864 -5.110 0.654
H 1.184 -2.520 1.092
H 2.060 -1.835 -0.089
H 2.738 -3.308 0.468
H 2.248 -5.319 -1.451
H 2.859 -3.732 -1.878
H 1.426 -4.434 -2.731
H 0.759 -1.072 -1.843
O 4.461 2.538 -3.712
C 5.688 2.587 -4.480
C 5.448 1.915 -5.823
O 4.757 2.732 -6.697
H 4.723 3.064 -2.952
H 5.712 3.642 -4.754
H 6.556 2.171 -3.970
H 5.068 0.923 -5.580
H 6.394 1.717 -6.327
H 3.883 2.855 -6.318
O 0.917 -13.238 1.163
C 2.069 -12.500 1.324
C 1.990 -11.632 2.649
O 1.962 -12.462 3.795
H 0.875 -14.055 1.666
H 2.815 -13.284 1.454
H 2.204 -11.932 0.404
H 1.199 -10.881 2.646
H 2.891 -11.034 2.780
H 1.185 -13.025 3.766
O 3.921 4.997 2.760
C 2.777 4.864 3.553
C 2.813 5.930 4.650
O 3.748 5.542 5.725
H 4.627 5.093 3.403
H 1.883 5.086 2.970
H 2.597 3.907 4.044
H 1.785 5.980 5.010
H 3.124 6.941 4.384
H 3.437 6.096 6.444
O -2.393 -5.450 -6.925
C -2.639 -6.850 -6.743
C -4.047 -7.294 -7.192
O -4.290 -8.674 -7.010
H -2.109 -5.100 -6.077
H -1.847 -7.407 -7.243
H -2.652 -7.108 -5.684
H -4.138 -7.144 -8.268
H -4.856 -6.775 -6.679
H -3.701 -9.190 -7.565

Force components x, y, z for each atom (eV/Å):
-0.51 0.41 -0.25
-0.21 -1.52 -0.58
1.23 0.79 0.06
0.83 0.25 0.68
-0.25 -0.06 -1.22
-0.49 -0.44 1.07
-0.90 2.08 -0.19
0.34 -1.48 -0.06
0.68 -0.47 0.04
-2.41 0.45 -1.29
0.11 -0.07 0.49
0.11 -0.18 0.05
0.04 -0.04 0.23
0.16 -0.06 0.00
-0.18 0.27 0.05
-0.10 -0.27 0.16
0.13 0.02 0.15
0.02 0.68 -0.05
0.36 -0.47 0.28
0.08 0.61 0.19
0.00 -0.23 0.02
0.46 0.29 -0.16
0.27 -0.39 -0.29
0.33 -0.11 0.32
-0.82 -0.33 0.08
0.26 0.49 0.57
0.30 0.10 -0.37
-0.63 0.06 -0.21
-0.03 -0.03 -0.05
0.83 -0.36 0.26
0.29 0.65 0.49
-0.57 -2.25 -1.36
1.19 1.39 -0.80
0.79 -0.24 -0.54
0.92 0.01 1.04
-3.56 1.13 -1.59
1.48 0.39 -0.67
-0.32 1.00 1.49
1.12 -0.82 0.94
-1.08 0.39 -1.18
0.57 -0.43 -0.43
0.12 -0.03 0.03
0.02 0.06 0.12
-0.12 -0.15 -0.16
-0.15 0.25 0.41
0.37 -0.44 0.41
0.02 -0.02 -0.20
-0.43 -0.23 0.36
-0.16 0.06 0.19
-0.45 0.43 -0.05
0.11 0.25 -0.41
0.46 0.16 0.94
0.33 -0.80 0.14
0.38 -0.21 0.13
-0.07 0.05 0.06
-0.26 0.29 -0.35
0.23 -0.40 0.07
-0.05 0.17 0.09
-0.96 -0.32 -0.35
-0.21 -0.36 1.21
0.05 -0.12 0.07
-1.16 0.08 0.61
-0.42 0.15 -1.11
1.65 -0.40 -0.08
-1.17 0.90 -0.83
-0.03 -2.01 -0.21
0.61 1.16 -0.40
0.89 0.97 1.82
0.88 0.12 -0.23
-3.07 0.65 1.20
0.42 -0.71 -0.75
0.13 -0.20 0.32
-0.31 0.03 -0.23
0.57 0.22 0.17
0.76 0.03 0.50
-0.05 -0.59 -0.27
-0.17 -0.28 0.74
1.05 -0.10 0.36
0.09 0.20 -0.36
0.63 -0.23 -0.27
-0.43 0.13 -0.24
0.45 0.06 -0.51
-0.45 0.68 -0.50
-0.07 0.04 0.32
-0.74 -0.55 -0.29
0.17 0.58 -0.22
0.02 -0.10 -0.14
0.04 -0.09 0.63
-0.60 -0.77 0.29
0.26 0.16 -0.38
-0.51 -0.63 0.59
-0.90 1.73 -1.90
-0.01 0.41 0.31
1.12 -2.31 -0.08
-0.58 2.07 0.98
1.30 0.13 0.21
-0.08 -1.40 -1.40
-0.15 -0.42 1.25
0.32 0.23 -0.32
1.13 1.29 -2.43
0.06 -0.65 0.22
0.36 0.61 0.26
0.13 -0.19 -0.69
-0.14 0.00 0.17
-0.08 -0.54 0.39
0.55 -0.50 0.18
-0.64 -0.81 -0.19
-1.06 -0.12 0.30
0.37 -0.21 0.48
-0.62 -0.12 -0.36
0.29 0.34 0.42
-0.72 -0.10 0.30
-0.15 0.47 0.31
0.54 0.02 -0.54
0.34 -0.08 -0.23
0.05 0.36 0.38
-0.80 -0.05 -0.05
0.05 -0.07 -0.02
0.12 0.59 0.37
-0.28 -0.07 1.08
0.12 -1.58 0.99
0.43 0.99 1.13
-1.09 0.26 -0.15
-0.52 1.83 -1.08
0.60 -0.46 -1.19
-1.47 1.59 1.25
0.37 -0.61 2.11
0.51 -0.89 -0.29
-0.47 0.03 0.00
1.94 1.60 -1.69
-0.11 -0.09 0.77
0.01 0.50 -0.29
0.34 -0.11 0.17
-0.56 0.43 -0.56
0.06 -0.20 -0.12
0.91 0.51 0.00
0.10 -0.87 -0.02
-0.58 -0.51 0.03
-0.25 -0.46 -0.35
-0.61 -0.18 -0.45
0.36 -0.42 0.26
-0.32 -0.93 -0.06
0.31 0.33 0.14
-0.35 0.24 0.32
0.26 -0.11 -0.30
-0.08 -0.39 -0.01
-0.13 -0.06 -0.12
0.15 -0.01 -0.14
0.13 -0.23 -0.19
-0.04 -0.21 -0.19
0.86 -0.19 -0.19
-0.95 -0.30 1.86
0.44 -0.48 -0.04
1.50 0.25 0.20
-0.07 0.82 -0.88
-0.47 -0.70 0.86
-2.26 -0.96 -0.15
0.60 1.89 0.18
-0.05 0.92 -0.20
-0.22 -0.09 -0.59
0.25 -0.40 0.15
-0.26 -0.25 -0.69
-0.15 0.52 -0.62
0.10 -0.17 0.28
-0.07 -0.39 0.19
-0.21 0.22 0.18
0.37 -0.09 -0.33
-0.12 0.22 -0.31
-0.28 -0.39 0.26
-0.29 0.08 0.18
-0.05 0.10 0.31
0.53 0.11 -0.68
0.26 -0.28 -0.11
0.10 -0.93 0.44
0.34 0.12 -0.71
-0.28 -0.22 0.46
-0.19 0.08 0.37
0.05 -0.07 -0.52
0.22 0.09 -0.07
0.31 0.49 0.13
0.89 -0.53 0.17
-1.26 0.65 -1.23
1.75 -0.65 1.01
-1.08 0.00 -0.35
-0.65 0.02 0.40
1.27 0.21 0.21
-0.06 0.16 0.19
-0.83 -0.15 -0.47
0.26 0.10 0.20
-0.29 0.19 -0.11
-2.68 -0.46 -0.64
0.54 0.14 1.88
1.02 -0.30 -0.97
-0.10 -0.06 -0.04
0.44 0.15 0.04
1.06 0.75 -0.02
0.20 0.20 0.24
-0.54 -0.34 -0.22
0.26 -0.14 -0.26
-0.21 0.07 -0.02
0.21 -0.70 -0.26
-0.36 1.94 0.83
0.08 -0.72 0.97
-1.20 0.15 -0.94
0.47 -0.06 -0.16
0.15 -0.09 -0.41
0.44 -0.34 -0.10
-0.06 0.08 0.51
-0.16 -0.14 -0.85
0.42 -0.11 0.42
-0.38 -0.50 -0.01
-0.78 0.04 0.77
0.44 0.08 -1.46
0.12 -0.43 0.85
0.00 0.11 -0.08
-0.13 -0.22 -0.13
0.53 -0.01 0.19
-0.15 0.72 -0.13
0.29 0.16 0.07
0.07 0.06 -0.08

Computed properties:
Total charge: 0
Lowest unoccupied orbital energy, eV: 0.190
Energy above the lowest of the compared OMol25 structures with the same formula, charge and spin, kcal per mole: 182.2

Number 1: DFT total energy -5194.4033 Ha, HOMO energy -7.93 eV, Kohn-Sham gap 10.373 eV. Number 2: DFT total energy -3826.3999 Ha, HOMO energy -7.97 eV, Kohn-Sham gap 8.162 eV.